Entry 1:
Entry from the OMol25 dataset: a cluster of 6 separate species, C41H77N5O11S5 in total (ωB97M-V/def2-TZVPD).

Calculated values
* orbital gap: 7.67 eV
* LUMO: -0.4563 eV
* E_tot: -127904.013 eV

```
! wB97M-V def2-TZVPD RIJCOSX def2/J DEFGRID3
* xyz 0 1
H -4.116 -1.304 3.347
H -0.029 -0.112 5.873
C 2.968 -1.660 -0.183
H -2.728 0.927 5.278
S -4.253 -4.339 5.863
H 2.045 6.891 4.257
H -6.913 3.811 4.764
H 2.628 5.463 5.146
H 5.848 2.523 0.149
H 1.032 3.965 1.277
H -1.178 2.426 3.641
H -8.106 2.498 4.905
S 4.234 6.271 3.550
H -1.181 -0.338 4.051
S 4.658 -7.077 -0.239
H -0.200 -1.051 2.351
H -7.613 3.425 6.353
C 1.135 -0.210 -2.172
H -2.467 0.861 1.190
H -1.971 -1.996 4.406
H 2.477 -6.483 -1.055
C 1.265 -0.290 -0.671
H -6.113 -3.170 4.940
H 4.206 4.448 -2.761
O -0.874 -0.754 -10.011
C -3.186 -0.732 3.038
C -2.842 -0.046 -2.437
H 0.600 2.822 -0.162
H -3.489 -0.050 0.029
C 3.711 -8.264 0.736
C -0.735 3.085 2.848
H -2.803 1.019 -11.148
H 2.067 -3.683 -5.094
H -0.445 1.073 7.210
H -2.839 -0.427 -3.492
H -5.101 -3.882 3.660
H -4.258 -6.571 4.987
H -2.581 0.131 7.647
H 4.208 5.084 0.795
H 3.342 -7.779 1.641
H -3.719 0.022 -9.992
C -2.811 -0.179 5.493
C 0.837 2.919 0.930
H 5.646 6.155 5.483
H 2.562 2.096 -4.767
C 2.013 -0.059 -4.205
C 0.688 -2.422 -6.422
H 5.380 2.452 -4.231
H 4.609 2.979 1.381
O -5.624 1.187 4.393
C -6.890 0.687 6.680
H 2.105 -0.807 -7.139
H -7.236 1.180 7.589
C -2.703 -1.324 1.641
H 2.953 2.450 -2.693
N -0.233 2.223 1.737
H -6.214 -4.915 4.607
C 2.905 6.443 4.755
C -5.547 -4.052 4.641
O 3.122 0.039 -5.078
H 0.076 3.750 3.266
C 2.067 -3.167 -6.090
H 3.014 3.689 -0.601
N 2.323 -0.183 -2.895
O -3.281 -3.214 5.753
O 4.496 5.057 -0.146
H -1.063 2.732 -9.214
H 1.521 -0.720 1.968
O 0.462 0.129 -6.183
H -3.504 -0.759 -1.852
C 4.147 3.774 -0.678
C 3.285 -5.953 -0.546
H 4.370 -9.088 1.010
H -2.122 -1.569 7.125
C 0.999 -0.970 -6.954
C -3.525 -5.764 5.033
O 4.997 -7.734 -1.533
H -3.570 -1.946 1.254
S -1.484 0.371 -9.244
H -3.417 1.737 -9.628
H 2.138 -5.294 -6.887
H -0.064 -2.484 -5.594
O -2.828 2.350 -2.592
H -3.492 0.348 3.002
H -6.246 -0.152 6.945
H 3.509 -4.173 -7.494
H 5.007 0.782 -3.611
H 3.639 -5.141 -1.178
C -1.266 -0.181 -0.292
C 0.645 -0.010 -4.824
H -1.826 -2.017 1.708
N 3.038 -2.800 -0.027
H 3.844 1.845 -6.003
H 2.877 -8.648 0.146
C -0.571 1.868 -9.663
H -4.539 1.454 -1.851
H 0.531 -0.889 -7.982
C -2.530 -0.117 0.619
H 1.795 2.330 1.097
H -0.523 1.983 -10.747
C -3.495 1.386 -2.282
H -2.661 -6.093 5.609
N 3.966 2.352 -2.652
C -0.541 0.001 6.864
H -3.207 -5.486 4.027
S -5.929 1.850 5.693
H -7.741 0.323 6.101
C 3.471 1.460 -5.014
C -2.150 -0.898 4.221
H 2.929 -5.544 0.399
H -3.903 -0.450 5.512
H 0.438 1.778 -9.262
C 0.433 1.102 2.410
C -1.418 -0.133 -1.764
C -3.006 0.840 -10.091
H -1.579 3.717 2.441
H 4.192 1.680 0.213
C -2.057 -0.479 6.844
H 6.304 5.235 4.109
O 2.597 -0.339 -0.120
C 0.134 -0.283 0.244
H 4.965 4.554 5.065
H 1.857 -4.054 -8.183
H 0.006 -0.652 7.612
C -7.280 3.008 5.402
C 4.545 1.783 -3.890
C 4.734 2.670 0.297
C 0.468 -0.360 1.775
H 5.756 3.524 -2.214
H 0.247 -3.007 -7.286
H 3.233 7.094 5.566
C 2.415 -4.260 -7.220
O 1.031 1.226 3.466
N -0.480 -0.048 -4.069
C 5.399 5.473 4.669
H 2.950 -2.465 -6.093
O 3.800 5.246 2.555
C -0.232 -0.138 -2.701
C 4.638 3.579 -2.177
*
```

Mulliken atomic charge list, values in e, 99 entries: 0.2048 0.1685 0.3202 0.4395 0.3296 0.3259 0.3352 0.2944 0.2972 0.2701 0.0056 0.3069 0.4431 -0.5579 0.4982 0.3224 0.3871 0.2367 0.2087 0.2065 0.3587 0.8506 0.2755 0.2718 -0.6644 -0.4120 -1.5069 0.2920 0.3364 -0.9003 -0.6061 0.3258 0.3384 0.2482 0.4361 0.1875 0.3982 0.2864 0.4559 0.3291 0.3288 -0.3295 -0.8401 0.4046 0.3668 0.3492 -0.6934 0.4559 0.2678 -0.5555 -0.9572 0.2408 0.4060 -0.9719 0.0848 0.4442 0.4177 -1.0004 -0.8194 -0.4109 0.2977 -0.0478 -0.3203 -0.3226 -0.4476 -0.5880 0.3506 0.4849 -0.3441 0.4805 0.9457 -0.8875 0.3178 0.2861 -0.2285 -0.9896 -0.6235 0.4504 0.7160 0.3608 0.2787 0.2391 -0.4688 0.3395 0.2737 0.2948 0.2384 0.2730 0.7592 -0.0552 0.5544 -0.4885 0.3962 0.2908 -1.0083 0.3203 0.0878 -0.6393 0.2895



Entry 2:
Entry from the OMol25 dataset: a cluster of 13 separate species, C41H80B6F24N13O in total (ωB97M-V/def2-TZVPD).

Calculated values
* orbital gap: 5.17 eV
* LUMO: -4.1549 eV
* E_tot: -134536.621 eV
* relative energy (zero: lowest compared OMol25 entry of this formula, charge and spin): 6.683 eV

```
! wB97M-V def2-TZVPD RIJCOSX def2/J DEFGRID3
* xyz 1 1
H -0.029 2.809 -1.541
H 1.906 -0.760 -5.727
C -6.629 0.955 -3.756
H -0.400 -1.429 4.385
C 1.123 -5.154 -1.647
H -7.007 5.270 1.310
N 2.570 -5.717 -1.725
H 2.821 -1.060 8.379
H 3.998 -2.725 -10.236
H 1.174 0.076 -1.090
H -7.351 2.995 -1.984
H -5.642 3.385 -2.139
H -3.651 1.388 5.697
H 4.347 3.619 6.379
F -2.494 4.962 5.734
C 1.346 -0.992 -0.951
H 3.008 -1.354 -4.379
H 1.438 -1.508 -1.906
H -4.123 1.358 3.380
H -3.240 3.839 2.531
H 3.365 -3.703 -1.868
H 1.138 -4.153 -2.077
C 2.909 -1.423 7.356
C 0.103 5.397 -3.410
H -0.240 1.277 4.487
H -2.159 -2.525 -3.063
F 2.965 0.584 1.237
H 3.738 4.913 5.351
H 1.353 1.888 -2.824
H -4.414 0.424 -1.490
H 0.865 -4.982 -0.602
C 2.023 3.840 -3.018
C 3.859 3.832 5.429
C 5.449 -2.819 -7.310
C 4.366 -3.404 -9.467
F -0.779 -4.967 1.701
F 3.572 2.802 1.569
H 3.118 1.970 -3.249
C -6.291 4.601 1.765
F -1.374 -0.124 5.866
F -0.461 4.386 4.842
O 2.512 -4.016 0.860
H -1.799 1.393 3.565
N -5.209 3.103 3.120
H 3.321 -5.309 -3.715
H 3.380 0.026 -5.184
N 4.437 -2.762 -8.210
F -0.402 -1.717 7.101
H 1.801 3.200 4.573
N -0.450 0.090 2.808
H -2.706 -1.578 -1.732
F -2.141 -0.457 7.873
H 3.592 -7.269 -0.684
C 2.924 -0.944 -5.385
H 2.212 -6.673 0.263
H 1.951 -6.500 -3.664
H 2.593 0.956 3.514
H 3.557 -7.000 -3.175
H 0.484 -2.783 -0.069
H 2.388 -1.909 -8.052
H -4.641 5.687 -0.255
H 0.407 -3.083 2.251
H -4.281 6.764 1.111
H 2.578 -4.627 -9.293
H 1.863 2.242 -4.481
H -5.747 1.334 4.081
F 1.816 2.282 0.198
H 4.287 -3.355 0.497
C 3.741 -4.267 0.254
H 2.555 4.491 -3.712
H -4.772 -2.513 -2.900
H 0.398 -5.704 -2.248
C -1.510 4.395 -2.306
H -0.738 -1.791 -0.689
F 1.623 -3.226 4.396
B -2.856 2.031 -0.060
F -1.765 5.607 3.655
H -7.496 1.471 -4.141
F 2.859 -5.042 3.954
F -2.028 2.766 0.685
H 3.831 -5.223 -10.308
H 2.509 4.020 -2.059
H -4.152 -2.091 -4.452
C -4.176 -1.760 -3.414
C -6.344 2.586 -1.902
B -1.678 -5.526 0.931
C -0.234 -1.144 3.356
F -3.555 1.154 0.761
C 2.633 1.050 6.764
H 5.378 -3.492 -9.863
F -0.196 0.446 7.694
B -1.030 -0.460 7.119
C -4.872 1.957 3.899
C -4.082 2.248 5.184
F -2.173 1.411 -1.067
C 2.121 2.371 -3.429
C 2.600 0.768 4.577
H 3.855 -1.965 7.375
F 3.951 1.932 -0.470
C -4.315 3.942 2.519
H 2.065 -7.780 -1.183
C -0.712 1.343 3.507
H -2.314 7.267 -2.885
H 4.058 -5.387 -8.569
C -5.999 -0.154 -4.252
H -0.317 0.889 0.806
H -7.389 3.081 3.053
H -0.437 2.185 2.871
C 5.052 -2.054 -6.205
H 2.906 -1.461 4.842
F 3.569 -3.168 3.157
B 2.923 -3.724 4.174
C 3.537 -4.571 -1.230
N 0.675 4.362 -2.794
H -3.251 5.387 0.721
H 6.344 -3.416 -7.409
C 2.738 -0.452 5.187
H 2.090 -2.114 7.154
C -4.975 0.461 -2.412
F -1.327 -6.911 0.722
C -2.720 -1.622 -2.821
N -4.908 4.832 1.704
H 2.711 -3.954 1.797
N -1.221 5.498 -3.058
C 2.447 3.132 5.448
B -1.426 5.407 4.967
H -3.158 6.028 -3.772
H 1.741 3.432 6.222
F -1.710 -4.836 -0.310
N 2.754 -0.305 6.486
H 4.526 -4.953 -1.483
H 4.412 3.457 4.568
H -3.328 3.009 4.983
F 3.624 -3.568 5.393
C -4.285 5.727 0.775
C -0.237 0.048 1.479
C -2.178 6.483 -3.630
N -4.992 -0.591 -3.348
C -0.304 3.677 -2.122
H -6.201 2.255 -0.874
H 4.254 -5.063 0.793
C 3.661 -4.736 -9.348
H 2.499 1.475 7.748
H 2.337 -1.103 -0.511
H -2.303 -0.708 -3.246
H -1.764 6.889 -4.552
C 0.244 -1.730 -0.220
N 0.096 -1.247 1.146
C 0.116 -2.043 2.297
H 5.562 -1.989 -5.255
F -2.837 -5.518 1.742
F -3.717 2.895 -0.630
F -0.818 6.491 5.530
B 3.067 1.882 0.630
H -2.524 4.253 -1.963
C 3.362 -2.074 -7.616
N 3.758 -1.554 -6.392
H 0.491 6.049 -4.178
N 2.596 1.717 5.594
N -5.978 1.414 -2.645
C 2.562 -6.917 -0.740
C -6.500 3.509 2.613
H -6.189 -0.778 -5.112
H -4.705 2.794 5.893
C 2.870 -6.153 -3.192
*
```

Mulliken atomic charge list, values in e, 99 entries: 0.4761 0.3482 -0.3618 0.6027 -0.6847 0.5124 0.3294 0.2865 0.3806 -0.5531 0.4130 0.1877 0.3266 0.3658 -0.3934 0.1426 0.2757 0.2153 -0.0162 0.5552 0.2643 0.4721 -0.6998 -0.2741 0.2860 0.4842 -0.2436 0.4014 -0.1169 0.5609 -0.1218 -0.6367 -1.2375 -0.2671 -0.7433 0.0828 -0.3050 0.3553 -0.5996 -0.1279 -0.1629 0.1995 -0.1144 0.3355 0.3284 0.4787 0.1808 -0.4209 0.2720 1.0124 0.2200 -0.3472 0.4626 -0.9585 0.2119 0.3002 1.1371 0.3465 -0.8088 0.3691 0.3478 0.7182 0.3957 0.3409 0.3636 0.5707 0.0399 0.4756 -0.9320 0.3933 0.3180 0.3706 -1.0206 -0.8124 -0.3059 0.4024 -0.3126 0.4505 -0.3179 -0.2541 0.3534 0.2396 0.3894 -0.5515 -0.6820 0.1023 -1.1448 -0.3822 -0.3301 0.3948 -0.3430 0.2145 -0.1774 -0.9745 -0.2371 -0.4280 -1.6542 0.3228 -0.4264



Entry 3:
Entry from the OMol25 dataset: a structure of composition C41H82CdNO19Zn (ωB97M-V/def2-TZVPD).

Calculated values
* orbital gap: 0.95 eV
* LUMO: -2.9969 eV
* E_tot: -137203.072 eV
* relative energy (zero: lowest compared OMol25 entry of this formula, charge and spin): 17.078 eV

```
! wB97M-V def2-TZVPD RIJCOSX def2/J DEFGRID3
* xyz -1 1
H -3.311 -6.894 -7.349
C 9.713 1.415 2.281
H 0.696 8.321 -0.517
Zn -3.777 -3.802 -3.468
O 2.686 7.958 -0.748
H 8.158 1.363 -4.930
H -6.265 8.073 3.434
N -4.606 -8.431 1.299
H -4.030 6.194 4.303
H 0.820 9.260 8.920
H 9.118 9.629 2.406
H 9.784 0.969 -3.587
O 9.671 2.161 3.483
C -1.771 -7.528 -6.539
H -3.872 -5.971 2.530
C -4.374 2.515 -5.874
H -8.583 3.995 -0.369
C 2.124 -0.424 -8.258
H -5.588 -9.359 -1.242
H -3.945 2.449 -4.874
C 1.868 5.954 8.444
H -3.558 2.854 -6.512
C 8.072 3.507 -4.418
H 1.005 6.673 -2.364
H -6.546 8.629 5.047
H -4.124 -6.518 4.201
C -2.608 -8.455 2.905
C -5.119 -10.404 3.368
H -2.367 -9.428 2.477
H -10.629 4.344 -1.431
C -0.273 -0.164 -0.882
H 8.909 8.097 1.632
H 8.405 4.138 -3.594
C -3.746 -10.622 0.422
H 3.343 8.226 -1.395
H -1.997 -7.683 2.438
H 4.197 -6.647 -0.650
O -2.733 -0.184 -0.515
C -5.008 1.178 -6.312
C -1.561 1.518 0.490
H -5.454 -6.393 3.041
H 2.968 -1.018 -7.908
H -4.717 -8.899 4.787
H 3.643 -4.566 -2.812
H -3.363 -11.106 1.321
C 1.018 6.195 10.734
H -5.321 1.185 -7.356
O -10.624 4.336 -0.471
O 0.696 5.792 11.857
C -4.508 7.968 4.650
C -4.116 -8.147 2.682
O 7.225 6.961 3.157
C 4.481 -5.596 -0.691
H -3.447 0.308 -6.868
O -0.227 -1.177 -1.716
H -9.649 2.547 -0.679
H 7.605 1.546 -3.320
H -5.951 -8.550 3.747
C 9.014 8.563 2.612
H -2.406 -8.558 3.971
H 1.764 4.364 9.961
C -1.568 0.366 -0.279
H -5.723 -10.912 4.120
H -5.141 3.289 -5.896
C 5.245 -5.183 -1.997
H -6.906 -9.211 -0.029
H 0.281 8.221 -2.962
H -2.732 -9.477 -6.144
H -5.530 9.668 3.974
C -2.091 -8.996 -6.883
O -2.948 -6.773 -6.469
H -9.215 3.951 1.955
H 11.463 0.322 2.930
H -3.956 -11.471 -0.229
H 1.941 7.865 -3.252
C -6.010 -9.760 -0.321
C -4.409 -6.679 3.161
O 2.080 2.167 0.532
H -10.440 2.749 1.783
H 9.228 2.004 1.502
O 9.597 1.892 -3.774
H -4.141 -10.883 3.324
H -5.798 -11.616 1.706
H 11.959 1.777 2.154
O 1.761 7.916 7.003
H 8.155 8.183 4.558
O 2.314 5.196 7.510
C -4.941 -8.960 3.722
O 4.310 -5.213 -3.054
H -1.313 -7.444 -5.554
H 1.578 9.565 -1.386
H 9.509 1.570 4.222
H -1.029 -7.071 -7.194
H 8.531 3.858 -5.343
H -5.888 0.964 -5.705
H 0.185 -0.423 -10.381
H -6.792 -10.204 2.065
H -6.370 -10.777 -0.478
H 3.556 -5.046 -0.520
H 11.354 0.555 1.132
H 5.060 -5.344 0.197
C 1.126 -1.306 -8.955
H 2.550 0.304 -8.949
C 1.150 7.743 -2.511
C -5.765 -10.558 1.964
C 1.614 7.448 8.209
C -4.987 -9.775 0.850
C -0.305 2.234 0.785
C 1.529 5.374 9.662
H -2.509 -9.070 -7.887
C 1.150 8.262 9.168
O -0.270 3.247 1.483
H -3.807 8.131 3.831
C 11.198 0.998 2.116
O -4.707 6.632 4.824
H 6.087 -5.862 -2.127
H 7.895 6.292 3.315
O 0.108 -0.529 -9.430
C 1.029 1.622 0.210
C 0.922 0.440 -0.605
H 0.822 -2.020 -8.190
C 1.466 8.487 -1.270
C -5.812 8.650 4.241
C 0.867 7.772 10.492
H -1.118 -9.487 -6.866
O 0.490 8.420 11.490
H 1.825 0.106 -1.094
H 1.640 0.120 -7.447
O -4.024 -7.595 0.244
C -9.516 3.482 -0.136
H -4.218 8.404 5.606
C -9.508 3.099 1.340
H 10.009 8.230 2.907
H -8.772 2.312 1.506
O -4.070 0.116 -6.163
H -2.960 -9.990 0.010
H 1.520 -1.878 -9.795
H 7.001 3.640 -4.570
H 6.991 8.897 3.482
C 8.247 2.019 -4.064
C 7.820 8.189 3.521
H -2.490 1.955 0.826
H 9.130 0.508 2.444
H 5.621 -4.162 -1.937
Cd 3.057 5.804 2.817
*
```

Mulliken atomic charge list, values in e, 99 entries: 0.2917 -0.2274 0.2714 0.0272 -0.4876 0.2386 0.2741 0.4499 0.3270 0.4271 0.3183 0.2895 -0.5231 -0.3488 0.4084 -0.9209 0.2470 -0.9526 0.3619 0.2565 0.4158 0.3088 -1.0096 0.2422 0.2820 0.3571 -1.4623 -0.7936 0.3285 0.3035 0.4376 0.3177 0.2779 -1.6934 0.2797 0.3644 0.2579 -0.6271 -0.2787 -0.3757 0.4268 0.3203 0.4869 0.3056 0.3553 0.4657 0.2522 -0.5252 -0.5517 -0.2106 1.3473 -0.5043 -0.9727 0.2857 -0.6512 0.2580 0.3074 0.4072 -1.0215 0.3414 0.4351 0.4000 0.4172 0.3044 -0.2287 0.4502 0.3021 0.2498 0.3142 -0.9188 -0.4835 0.2653 0.2521 0.3870 0.3188 -1.6881 -1.7100 -0.5729 0.3191 0.2800 -0.5210 0.2972 0.4106 0.2866 -0.5847 0.2234 -0.5584 -1.2191 -0.5080 0.3022 0.2537 0.3006 0.2661 0.2888 0.2765 0.3048 0.4257 0.3901 0.3243